This record from OMol25 describes 3 unconnected molecules or ions with the total composition C21H36ClN3O9S2. The level of theory is wB97M-V/def2-TZVPD.

Last column: Löwdin charge in e.
CARTESIAN COORDINATES (ANGSTROEM)
H 1.7325 1.7028 -1.7293  0.07
O -4.6688 3.9423 -0.1292  -0.33
H -0.1346 0.3826 0.9894  0.14
O 1.0612 -3.2284 0.0215  -0.29
H 6.0997 -1.9230 -5.7795  0.11
C -5.2766 1.0544 -0.0961  -0.20
C 2.7207 -1.6111 6.2864  -0.17
H 4.3949 -1.9536 -6.2422  0.12
C 1.5985 1.9460 -0.6780  0.02
H 0.8266 -2.0172 -2.5269  0.07
C -4.2813 -0.1322 -0.2024  -0.19
C 1.4667 -1.4677 -1.8336  -0.12
H 1.4082 -0.4156 -2.0963  0.05
C 1.5517 -1.3677 5.3384  -0.18
S 0.9431 -1.8127 -0.1791  0.67
H -2.6744 2.2801 -0.2788  0.08
H -5.0032 1.7319 0.7100  0.10
O -1.8756 -1.2002 -3.0555  0.20
C 5.1054 -1.5775 -5.5024  -0.17
C -0.8113 -1.2966 0.0551  -0.42
H 1.9253 -1.1175 4.3419  0.11
C 3.7705 0.0935 -4.4957  -0.20
H 5.5493 -2.0327 -3.4250  0.12
O -1.4250 -0.8477 3.4983  0.14
H -6.2303 0.6230 0.2069  0.11
C 3.1252 -0.1900 6.6521  -0.21
C 0.1606 2.1191 -0.2637  -0.46
O 1.9335 0.5978 6.6039  -0.14
C -1.0089 0.2046 0.3515  -0.21
O -4.1842 3.7565 -2.4520  -0.35
H 2.4705 -1.8355 -1.9996  0.07
C -1.5099 -0.8162 2.3108  -0.43
H 3.5352 -2.1828 5.8434  0.11
H 3.8025 1.0024 -3.8935  0.12
H 2.0926 1.2301 -0.0199  0.08
S -5.1398 3.5351 -1.4120  0.32
O -0.1476 3.0211 0.4627  0.13
C 4.9884 -0.0614 -5.3934  -0.17
H -0.2504 -2.2316 1.8887  0.13
H 4.8732 0.4412 -6.3522  0.11
N -0.8512 1.1743 -0.7414  -0.03
H -1.6870 2.8922 -1.5693  0.10
H 3.5676 -0.1176 7.6467  0.11
H 2.0862 2.9012 -0.4990  0.09
C -5.5414 1.7745 -1.4373  -0.25
C -2.1588 0.2365 1.3865  -0.11
H 0.3826 0.4767 5.2397  0.11
H -6.5896 1.6696 -1.7012  0.08
H 2.3745 -2.1434 7.1759  0.11
C -2.0334 1.9736 -1.1028  -0.06
H -3.5469 -1.4646 1.2898  0.11
H 0.1670 -0.4471 6.7374  0.12
H -2.1976 1.2489 1.7788  0.16
H 5.8733 0.3455 -4.8992  0.12
H -4.9281 1.3195 -2.2088  0.10
H -4.9107 -1.0075 -0.3744  0.12
Cl -6.8751 4.4867 -1.8969  0.39
O 3.7527 -1.0496 -3.6305  -0.18
H 2.8436 0.0950 -5.0796  0.12
C -1.7303 -1.6690 -2.0022  -0.31
H -4.2083 -0.0014 1.9151  0.13
C -3.5531 -0.3894 1.1320  -0.12
H 4.2309 -3.0100 -4.0975  0.12
O 1.7661 -1.0768 0.7467  -0.30
C 4.6938 -2.0225 -4.1076  -0.19
N -1.7745 -1.9618 -0.8105  0.21
C 0.8905 -0.1524 5.9698  -0.21
H -2.5699 1.4576 -1.8955  0.07
H -3.6407 -0.0609 -1.0753  0.07
H 3.8359 0.2187 5.9249  0.12
N -1.0585 -1.8263 1.4168  0.11
H 0.8757 -2.2157 5.2440  0.11

Force components x, y, z for each atom (eV/Å):
H -0.135 -0.310 0.039
O -1.124 0.115 0.709
H -0.011 -0.038 0.044
O -0.981 -0.505 -0.471
H 0.009 0.009 0.026
C -0.065 -0.270 -0.187
C -0.055 -0.072 0.112
H 0.018 -0.018 0.005
C 0.068 0.347 0.069
H -0.059 -0.056 0.092
C -0.789 0.066 0.451
C -1.042 0.052 -0.589
H 0.008 0.069 0.285
C 0.095 0.036 -0.134
S 2.060 -0.717 -0.132
H -0.013 -0.213 0.131
H 0.191 0.242 -0.215
O 0.257 -0.955 -0.295
C -0.148 -0.035 -0.110
C -0.790 -0.827 2.168
H -0.023 -0.006 -0.005
C -0.165 -0.021 -0.049
H 0.025 -0.048 -0.032
O 0.131 -0.223 0.494
H -0.034 0.088 0.182
C 0.023 0.112 -0.127
C 0.248 0.117 -0.040
O 0.049 -0.144 -0.033
C 0.534 0.039 -0.670
O -0.587 0.115 -0.910
H 0.193 0.004 0.492
C -0.668 0.643 -1.478
H 0.006 0.021 -0.013
H -0.013 -0.042 0.068
H -0.073 -0.301 -0.219
S 2.113 -0.379 -0.216
O -0.255 0.232 0.098
C 0.148 0.038 0.091
H -0.164 -0.716 -0.400
H -0.028 -0.011 -0.001
N 0.000 0.272 0.381
H 0.017 0.067 0.023
H -0.037 0.061 0.012
H -0.024 0.066 0.047
C -0.469 -0.316 0.783
C 0.284 -0.570 0.154
H 0.011 0.047 0.038
H -0.004 0.167 -0.214
H 0.021 0.001 -0.001
C 0.199 -0.057 -0.805
H 0.390 -0.059 -0.022
H -0.052 -0.037 -0.065
H -0.121 -0.115 0.395
H -0.015 0.020 -0.007
H 0.038 0.396 -0.298
H 0.171 -0.134 -0.171
Cl 0.091 -0.149 0.179
O 0.194 0.012 -0.250
H 0.022 0.058 -0.034
C -0.992 1.562 0.435
H 0.090 -0.018 0.140
C -0.475 0.516 -0.709
H -0.064 0.032 0.050
O -0.522 1.152 0.009
C 0.135 0.025 0.124
N 1.290 0.053 -1.184
C -0.105 0.023 0.121
H -0.234 -0.081 0.166
H 0.206 0.135 0.144
H 0.063 -0.059 0.024
N 0.961 0.477 1.280
H -0.025 0.020 0.020

Properties
Spin multiplicity ... 1
Structure (SMILES) ... CC(=O)N(C)[C@H]1[C@@H](CCCCS(=O)(=O)Cl)C(=O)N[C@]1(N=C=O)S(C)(=O)=O.C1CCOC1.C1CCOC1
Frontier orbital gap ... 8.99 eV
Total charge ... 0
LUMO ... -0.03 eV
Strongest force on any atom ... 0.0477 Eh/bohr
Energy relative to the best compared isomer or geometry (same formula, charge and spin) ... 41.7 kJ/mol
E ... -2919.67521 Ha
Highest occupied orbital energy ... -9.0 eV

---

This record from OMol25 describes a molecular structure, C29H26IrN6O6. The level of theory is wB97M-V/def2-TZVPD.

Last column: Mulliken spin population.
CARTESIAN COORDINATES (ANGSTROEM)
H 1.2905 -2.2743 -4.6238  0.00
C 2.8037 0.9118 2.2013  0.02
C -2.5320 -2.2143 -0.3752  0.02
H -4.2635 -3.4647 -0.2407  0.00
H -5.2883 -1.4955 -0.2955  0.00
H 2.7585 0.8096 5.5795  0.00
H 1.3872 4.6191 -1.0512  0.00
O -0.7637 -0.9856 -3.0219  0.09
H 3.3982 1.2602 1.3669  0.00
N 2.6736 -0.9715 -3.6829  0.00
C -1.6951 2.3783 -0.7339  0.04
H -2.3091 -1.2355 3.7614  0.00
C 3.8994 -0.9507 -4.4610  0.00
H 5.4966 1.8536 2.2018  0.00
C -1.0550 -4.5244 -0.2100  0.00
O -1.1501 -0.4902 1.6575  0.03
N -1.1785 -2.1586 -0.3953  -0.01
N 1.2180 -0.6403 -2.0315  -0.01
C -3.2089 -0.9257 -0.4750  -0.03
H -0.4445 -5.4122 -0.1432  0.00
C 1.2369 -0.0059 4.3069  -0.01
C -0.5375 -0.7255 2.7222  0.01
H 3.1674 -0.1584 -0.5914  0.00
C 3.1986 1.1438 3.5086  -0.02
H 4.4286 3.2776 2.3962  0.00
O 4.2623 1.8374 3.8826  0.00
H -2.8589 4.1728 -0.6719  0.00
C -6.6831 0.9451 -0.2759  0.02
H -0.8410 -1.5361 4.7250  0.00
C 2.4154 0.6330 4.5701  0.05
C 0.7819 -0.2097 2.9936  0.01
H -0.8771 5.6558 -0.8640  0.00
H 4.4419 -0.3473 -1.7762  0.00
C 2.5127 -0.6273 -2.4074  0.00
C -4.5707 -0.6953 -0.4081  0.01
O -7.2517 -0.1178 -0.1211  0.05
H 1.5738 2.1450 -0.9896  0.00
H -1.2605 -2.5936 3.3811  0.00
N -2.3657 0.1227 -0.6092  -0.01
O 1.3810 -0.1025 0.6692  0.14
C -4.1363 1.6862 -0.5805  0.02
H 4.0266 0.0110 -4.9611  0.00
C 1.3692 -1.2425 -4.2738  0.00
C -2.7804 1.4138 -0.6481  -0.03
N 3.4642 -0.2806 -1.5520  0.00
H -2.9374 -5.5578 -0.0984  0.00
H 5.8161 3.0422 3.4842  0.00
H 4.7593 -1.1386 -3.8212  0.00
Ir -0.4474 -0.2223 -0.5192  0.46
H -4.5200 2.6965 -0.6064  0.00
H 0.6118 -3.1729 -0.3240  0.00
C 5.0388 2.5379 2.9195  0.00
O -6.8377 2.1477 -0.3566  0.07
H 1.1512 -0.5836 -5.1170  0.00
C -3.1839 -3.4353 -0.2588  0.00
C -1.2689 -1.5588 3.7315  0.00
N -0.4510 1.8342 -0.8009  0.02
C -0.4647 -3.2821 -0.3163  0.00
C 1.6226 0.1992 1.9065  0.02
H 3.8573 -1.7300 -5.2185  0.00
H 0.6237 -0.2994 5.1447  0.00
C -0.7606 4.5814 -0.8504  0.00
C -2.4431 -4.5999 -0.1797  0.00
C 0.4532 -0.9687 -3.1018  -0.01
C 0.6118 2.6348 -0.9206  0.01
C -5.0058 0.6193 -0.4548  0.03
C -1.8639 3.7587 -0.7447  0.00
C 0.5038 4.0067 -0.9505  0.00

Force components x, y, z for each atom (eV/Å):
H -0.026 0.004 0.056
C -0.089 0.014 -0.502
C 0.268 -0.568 0.035
H -0.015 0.000 0.000
H -0.156 0.058 -0.012
H -0.070 0.009 0.026
H 0.039 -0.025 0.001
O 0.132 0.106 -0.165
H 0.021 0.031 0.024
N -0.118 -0.038 0.163
C 0.625 0.463 -0.037
H -0.018 -0.052 0.060
C 0.149 0.142 -0.044
H -0.009 -0.025 0.048
C -0.277 -0.020 0.038
O -0.590 0.185 -1.927
N 0.387 -0.243 -0.140
N -1.635 0.144 0.243
C -0.531 0.284 0.034
H 0.047 0.004 -0.016
C 0.345 0.123 0.314
C 1.240 0.373 0.634
H 0.031 -0.012 0.036
C -0.379 -0.191 0.177
H -0.013 -0.031 0.021
O 0.048 -0.063 0.099
H -0.017 0.012 -0.013
C 1.498 -0.359 -0.091
H 0.046 0.024 -0.009
C -0.049 0.005 0.015
C -0.298 -0.223 -0.838
H -0.025 0.018 0.016
H 0.003 0.012 -0.017
C 0.313 0.162 0.110
C 0.819 -0.066 -0.222
O -0.480 0.188 -0.017
H -0.023 -0.052 0.074
H 0.051 0.000 -0.063
N 0.644 -0.172 -0.644
O -0.137 -0.513 -2.052
C 0.967 -0.113 -0.242
H 0.001 -0.012 0.034
C -0.142 -0.066 -0.180
C -0.789 -0.218 0.011
N -0.086 -0.039 -0.026
H -0.030 -0.005 0.011
H -0.003 -0.008 -0.036
H 0.005 -0.063 -0.034
Ir 0.221 -0.083 3.593
H -0.188 -0.015 0.011
H 0.000 0.066 -0.023
C 0.081 0.059 -0.172
O -0.491 0.022 0.002
H -0.008 0.045 0.053
C -0.051 0.349 -0.071
C -0.392 0.181 -0.198
N 0.151 0.182 0.344
C 0.225 -0.120 0.055
C -0.227 0.471 1.328
H 0.005 -0.059 0.073
H 0.001 -0.049 0.014
C 0.339 -0.108 -0.033
C 0.274 -0.034 -0.018
C 0.037 -0.071 -0.377
C 0.242 -0.118 0.021
C -1.352 0.230 0.544
C -0.250 -0.361 -0.049
C -0.290 0.226 -0.052

Properties
Spin multiplicity ... 2
Frontier orbital gap (spin up / spin down) ... 4.61 / 2.78 eV
Total charge ... +2
LUMO (spin up / spin down) ... -8.30 / -9.26 eV
Strongest force on any atom ... 0.0700 Eh/bohr
Energy relative to the best compared isomer or geometry (same formula, charge and spin) ... 0.0 kJ/mol
Expectation value of S² ... 0.88
E ... -2004.44661 Ha
Highest occupied orbital energy (spin up / spin down) ... -12.9 / -12.0 eV

---

This record from OMol25 describes 5 unconnected molecules or ions with the total composition C26H24Br2N4O8. The level of theory is wB97M-V/def2-TZVPD.

Last column: Löwdin charge in e.
CARTESIAN COORDINATES (ANGSTROEM)
H -0.6322 0.5394 -4.7778  0.10
O 3.8244 0.1204 1.0292  0.06
C -2.7748 3.4260 -3.4535  0.01
C 4.7389 -0.2289 5.1084  -0.07
C -5.0964 1.2002 0.7833  -0.08
H 4.9933 -1.7666 6.7037  0.11
H -0.9548 1.0494 1.1304  0.04
O -3.3954 3.5363 4.9097  0.09
C 0.5772 -4.7076 -1.2184  -0.05
C -1.2327 2.6691 -5.0533  -0.01
C 4.7417 -2.5539 4.8443  -0.07
C -2.0115 3.6644 -4.5284  -0.16
O 3.3073 -1.9700 0.9433  0.06
C 4.4115 -2.4600 3.4488  0.03
H -0.7431 2.7571 -6.0119  0.12
C 3.1651 -4.5847 -2.2556  -0.12
H 2.8192 -6.6766 -2.8264  0.12
C 4.3349 -0.0651 3.7942  0.00
H -6.6511 3.4725 2.8116  0.12
C 1.2586 -3.4420 -1.2665  -0.05
H 3.1053 -2.4633 -1.7990  0.11
N -4.5118 3.5377 4.4368  -0.34
C -2.8106 2.1164 -2.8118  -0.07
H 0.5280 -6.6729 -1.8353  0.10
C 2.4358 -5.7789 -2.3643  -0.01
O -0.9654 5.3878 -5.8430  0.05
C -6.0736 2.0129 1.3291  -0.07
C 4.2343 -1.1746 2.9356  -0.14
O 5.2581 -3.7489 -2.3834  0.08
C -3.6294 1.9370 2.6105  0.01
O 4.9998 -5.5637 -3.5205  0.05
H 4.2566 -3.4326 3.0055  0.12
C -3.8621 1.2129 1.4228  -0.08
N 4.5520 -4.6333 -2.8093  -0.33
H -0.4406 -4.7138 -0.8572  0.10
C -2.0657 1.1157 -3.3322  -0.13
H -3.3801 2.0570 -1.8961  0.09
N -1.9371 5.0712 -5.0932  -0.31
C 0.8003 0.8242 -0.2239  -0.59
C 2.5753 -3.4033 -1.7558  -0.01
H 0.8105 -2.5278 -0.9062  0.08
O -5.4928 4.1760 4.7834  0.08
H -6.9809 2.1106 0.7514  0.10
C 1.2059 -5.8347 -1.7685  -0.09
H -3.0577 0.6318 0.9964  0.08
C -5.8688 2.8109 2.4700  0.00
H 4.2832 0.9418 3.4070  0.12
Br 1.3113 1.5404 -2.0399  0.58
H -5.2896 0.7816 -0.1934  0.11
C -4.6697 2.7212 3.1704  -0.11
H 0.8625 -0.2585 -0.3329  0.02
H -3.3134 4.2326 -2.9784  0.12
C -1.2647 1.3655 -4.4884  -0.07
C 4.8621 -1.4769 5.6716  -0.08
C -0.6652 1.3891 0.1360  -0.61
H -1.4106 1.1182 -0.6118  0.01
H -2.6297 1.9499 3.0191  0.11
H 1.5089 1.1957 0.5163  0.03
Br -0.4590 3.3831 0.1388  0.57
H 4.8896 0.6676 5.6916  0.11
H -2.0625 0.1232 -2.9065  0.10
O -2.8221 5.8034 -4.7572  0.09
H 4.7331 -3.5133 5.3401  0.10
N 3.7702 -0.9984 1.5603  -0.31

Force components x, y, z for each atom (eV/Å):
H 0.049 0.253 -0.666
O 0.177 -1.132 1.326
C -1.143 -1.376 2.749
C -0.450 1.044 0.154
C 0.200 1.230 0.728
H 0.264 0.887 0.271
H 0.090 0.263 -0.052
O -0.524 0.210 0.547
C 1.618 2.059 -0.595
C 0.480 -3.084 -0.835
C -1.020 -0.680 -1.704
C 0.886 0.882 -0.916
O 0.725 0.822 1.344
C 0.384 0.126 2.254
H 0.419 0.491 0.187
C -1.027 -0.987 -0.991
H 0.378 0.221 -0.108
C 1.128 -0.194 -0.664
H 0.013 -0.042 0.085
C 0.415 -2.066 -0.147
H 0.175 -0.081 0.112
N -0.042 -0.261 -1.887
C -0.291 3.034 -0.805
H 0.525 -0.592 -0.056
C 0.713 0.393 0.539
O -2.410 -1.109 1.857
C -0.183 0.743 0.003
C -0.382 -0.624 0.944
O 0.250 0.494 -0.213
C -0.702 0.305 -0.196
O -1.892 1.530 1.203
H -0.058 0.459 -0.869
C 0.206 -0.056 0.604
N 1.208 -0.799 0.086
H -0.001 -0.323 0.090
C 1.046 -0.271 -1.470
H -0.132 -0.251 -0.014
N 2.158 -0.494 -1.265
C -1.620 1.152 -0.532
C 0.009 -0.662 -0.314
H -0.096 -0.062 0.017
O 0.965 -0.421 0.373
H -0.303 0.126 0.282
C -2.270 0.854 0.365
H 0.105 0.046 0.110
C -0.093 -0.742 -0.065
H -0.300 -0.068 -0.207
Br -0.010 -0.642 1.091
H 0.224 -0.511 0.135
C 0.082 -0.606 -1.017
H -0.192 0.157 0.153
H -0.121 0.039 -0.107
C -0.772 1.319 1.152
C 0.086 -0.672 -0.212
C 2.390 0.005 -0.658
H 0.190 0.199 0.083
H -0.085 -0.038 0.289
H 0.063 -0.079 -0.353
Br -0.637 -1.052 0.325
H -0.081 0.042 0.134
H 0.045 -0.077 0.123
O -0.299 0.636 -0.026
H 0.238 -0.345 -0.423
N -0.771 0.373 -2.346

Properties
Spin multiplicity ... 1
Structure (SMILES) ... O=[N+]([O-])c1ccccc1.O=[N+]([O-])c1ccccc1.O=[N+]([O-])c1ccccc1.O=[N+]([O-])c1ccccc1.BrCCBr
Frontier orbital gap ... 8.64 eV
Total charge ... 0
LUMO ... -1.11 eV
Strongest force on any atom ... 0.0638 Eh/bohr
Energy relative to the best compared isomer or geometry (same formula, charge and spin) ... 204.9 kJ/mol
E ... -6973.68658 Ha
Highest occupied orbital energy ... -9.7 eV

---

> The lowest energy relative to the best compared isomer or geometry (same formula, charge and spin) belongs to which entry?

C29H26IrN6O6

---

> energy relative to the best compared isomer or geometry (same formula, charge and spin) of number 1 (C21H36ClN3O9S2)?

41.7 kJ/mol